# 1
{
  "formula": "C31H34Cl2FeNO8Si",
  "method": "the ωB97M-V functional and the def2-TZVPD basis",
  "elements": ["Fe", "C", "O", "C", "C", "O", "C", "C", "O", "C", "H", "H", "H", "H", "H", "H", "H", "H", "H", "H", "H", "H", "H", "H", "Cl", "C", "C", "C", "Cl", "C", "C", "C", "C", "N", "C", "C", "O", "H", "H", "H", "H", "O", "C", "O", "C", "C", "C", "C", "O", "C", "O", "C", "C", "H", "H", "H", "H", "H", "C", "Si", "C", "C", "C", "C", "C", "C", "C", "H", "H", "H", "H", "H", "H", "H", "H", "H", "H", "H"],
  "positions_angstrom": [[0.658, 0.065, -0.860], [2.979, 2.169, -0.268], [1.584, 2.110, -0.511], [0.876, 3.236, -0.042], [0.722, 3.311, 1.467], [0.027, 2.185, 1.947], [-1.278, 2.444, 2.401], [-1.964, 1.125, 2.677], [-1.494, 0.458, 3.837], [-1.954, 1.025, 5.037], [3.364, 3.159, -0.536], [3.442, 1.419, -0.901], [3.213, 1.962, 0.781], [-0.114, 3.177, -0.488], [1.368, 4.153, -0.395], [0.170, 4.238, 1.671], [1.684, 3.382, 1.984], [-1.856, 2.964, 1.625], [-1.260, 3.088, 3.292], [-1.775, 0.465, 1.829], [-3.047, 1.294, 2.759], [-3.052, 1.054, 5.065], [-1.577, 2.041, 5.195], [-1.598, 0.396, 5.851], [4.783, -1.506, -3.207], [4.345, -1.630, -1.526], [5.191, -2.323, -0.656], [4.878, -2.465, 0.668], [5.956, -3.359, 1.715], [3.692, -1.905, 1.194], [3.277, -1.977, 2.543], [2.106, -1.381, 2.915], [1.318, -0.724, 1.953], [1.672, -0.652, 0.688], [2.849, -1.218, 0.300], [3.137, -1.068, -1.106], [2.306, -0.439, -1.846], [6.100, -2.760, -1.045], [3.890, -2.507, 3.260], [1.760, -1.417, 3.939], [0.386, -0.250, 2.224], [-0.383, 0.928, -2.396], [-1.307, 1.268, -1.620], [-1.261, 0.987, -0.391], [-2.475, 2.043, -2.153], [-2.517, 2.391, -3.495], [-3.583, 3.123, -4.025], [-4.582, 3.473, -3.152], [-5.721, 4.199, -3.410], [-6.476, 4.172, -2.202], [-5.660, 3.623, -1.176], [-4.543, 3.126, -1.814], [-3.506, 2.412, -1.278], [-1.695, 2.075, -4.124], [-3.625, 3.400, -5.069], [-7.362, 3.543, -2.342], [-6.760, 5.190, -1.933], [-3.461, 2.124, -0.237], [-2.022, -2.300, -0.495], [-0.286, -2.007, -1.244], [-0.482, -2.454, -3.084], [0.761, -3.442, -0.528], [0.585, -3.904, 0.781], [1.443, -4.834, 1.355], [2.513, -5.338, 0.629], [2.706, -4.907, -0.678], [1.841, -3.979, -1.241], [-2.392, -3.314, -0.677], [-2.728, -1.589, -0.933], [-2.029, -2.121, 0.585], [-0.854, -3.472, -3.235], [0.471, -2.346, -3.608], [-1.180, -1.754, -3.553], [-0.238, -3.518, 1.375], [1.283, -5.159, 2.378], [3.195, -6.051, 1.077], [3.543, -5.284, -1.255], [2.025, -3.642, -2.257]],
  "atomic_forces_ev_per_a": [[-0.0367, 0.1158, -0.1410], [-0.0130, 0.0136, 0.0366], [0.0697, -0.0497, -0.0238], [-0.0446, 0.0766, 0.0037], [-0.1484, 0.0074, -0.1844], [0.2595, 0.0336, 0.4096], [-0.1522, 0.0112, -0.2586], [-0.0137, -0.0347, 0.0081], [0.0519, -0.0080, -0.0016], [0.0026, -0.0153, 0.0004], [-0.0022, 0.0004, 0.0023], [0.0050, -0.0051, -0.0086], [-0.0021, -0.0072, -0.0039], [-0.0042, 0.0223, -0.0089], [0.0199, -0.0076, -0.0295], [0.0180, 0.0119, 0.1209], [0.0414, -0.0669, -0.0635], [0.0137, -0.0140, -0.0142], [0.0167, -0.0020, 0.0005], [-0.0580, 0.0377, 0.0210], [-0.0033, -0.0103, 0.0089], [-0.0010, 0.0064, -0.0008], [-0.0013, -0.0022, 0.0012], [0.0005, -0.0010, 0.0012], [-0.0002, -0.0003, 0.0014], [0.0124, 0.0136, 0.0013], [-0.0038, -0.0014, 0.0032], [0.0036, 0.0060, -0.0129], [-0.0021, -0.0015, -0.0002], [-0.0032, 0.0059, -0.0026], [0.0148, -0.0016, -0.0007], [-0.0083, 0.0125, -0.0145], [0.0094, -0.0098, 0.0000], [-0.0865, 0.0297, 0.0087], [-0.0049, -0.0207, 0.0587], [0.0119, 0.0099, -0.0271], [0.0687, -0.0672, 0.0859], [0.0007, 0.0013, 0.0000], [-0.0024, 0.0000, -0.0010], [-0.0077, 0.0023, -0.0035], [0.0162, -0.0264, 0.0108], [-0.0091, 0.0426, -0.0536], [-0.0820, -0.0431, 0.0207], [0.1253, -0.0457, 0.0445], [-0.0097, -0.0063, 0.0060], [0.0035, 0.0024, 0.0059], [-0.0017, -0.0049, -0.0029], [-0.0143, -0.0204, -0.0015], [0.0230, 0.0396, 0.0127], [-0.0169, -0.0204, -0.0055], [0.0250, 0.0413, 0.0066], [-0.0160, -0.0277, 0.0001], [-0.0002, -0.0006, -0.0064], [-0.0001, -0.0008, -0.0008], [0.0004, -0.0007, -0.0003], [0.0129, -0.0146, -0.0039], [-0.0139, -0.0027, 0.0001], [-0.0126, -0.0008, -0.0035], [0.0063, 0.0155, 0.0070], [-0.0201, 0.0207, 0.0027], [-0.0029, -0.0019, -0.0016], [-0.0151, -0.0267, -0.0348], [-0.0080, -0.0005, 0.0077], [0.0030, -0.0006, -0.0030], [-0.0073, -0.0016, 0.0042], [-0.0015, 0.0009, 0.0012], [0.0072, 0.0039, 0.0192], [-0.0040, 0.0008, 0.0024], [-0.0039, -0.0095, -0.0053], [0.0049, -0.0038, -0.0042], [0.0027, 0.0028, -0.0035], [0.0001, -0.0026, 0.0052], [-0.0045, 0.0004, 0.0009], [-0.0049, -0.0008, -0.0005], [-0.0010, -0.0007, 0.0008], [0.0021, 0.0026, 0.0007], [-0.0010, 0.0012, -0.0005], [-0.0023, -0.0025, 0.0004]],
  "mulliken_charge": [0.173, -0.874, -0.142, -0.444, -0.926, -0.025, -0.472, -0.401, -0.258, -0.792, 0.411, 0.154, 0.261, 0.036, 0.513, 0.488, 0.343, 0.397, 0.479, -0.193, 0.481, 0.296, 0.303, 0.270, -0.288, 0.352, -0.507, 1.105, -0.328, 0.141, -1.323, -1.060, -0.701, 1.642, -0.148, 0.117, -0.823, 0.483, 0.393, 0.513, 0.091, -0.748, 0.799, -0.499, -0.011, -0.397, -1.177, 0.918, -0.507, -0.236, -0.516, 1.097, -1.139, 0.572, 0.417, 0.246, 0.229, 0.561, -1.333, 0.589, -1.363, 0.538, -0.190, -0.767, -0.429, -0.661, -0.242, 0.405, 0.300, 0.250, 0.352, 0.313, 0.259, 0.290, 0.386, 0.392, 0.380, 0.182],
  "lumo_ev": [2.3396, 2.3396],
  "e_above_lowest_kcal_mol": 3.9,
  "total_charge": -1,
  "e_homo_ha": [-0.13809, -0.13807]
}


# 2
{
  "formula": "C8H16",
  "method": "the ωB97M-V functional and the def2-TZVPD basis",
  "elements": ["C", "C", "C", "C", "H", "H", "H", "H", "H", "H", "H", "H", "C", "C", "C", "C", "H", "H", "H", "H", "H", "H", "H", "H"],
  "positions_angstrom": [[-2.172, -0.099, -0.391], [-1.128, -0.982, -0.267], [-0.658, -1.401, 1.091], [-0.844, -1.962, -1.365], [-2.577, 0.404, 0.473], [-2.741, -0.039, -1.305], [-1.267, -2.243, 1.429], [0.379, -1.729, 1.054], [-0.759, -0.596, 1.818], [-1.241, -1.632, -2.322], [-1.295, -2.925, -1.113], [0.229, -2.110, -1.476], [-0.077, 1.221, -1.025], [1.093, 0.575, -0.734], [1.952, 0.828, 0.475], [1.446, 1.912, 1.419], [-0.442, 1.241, -2.041], [-0.460, 1.996, -0.378], [1.560, -0.021, -1.509], [2.079, -0.100, 1.046], [2.961, 1.103, 0.136], [0.452, 1.676, 1.794], [2.111, 2.005, 2.274], [1.402, 2.878, 0.916]],
  "atomic_forces_ev_per_a": [[0.9596, -2.3681, 0.5740], [-4.3505, -0.0849, 0.1617], [0.4497, 0.4686, -0.1188], [0.4050, 0.4828, -0.1140], [0.1339, 0.2863, 0.1148], [0.1532, 0.2565, -0.2689], [0.0506, -0.0203, -0.0498], [0.1492, -0.0402, 0.1363], [0.0326, 0.0030, 0.0572], [-0.0679, 0.0244, -0.0301], [0.0577, 0.0002, 0.0324], [0.1753, -0.1286, -0.0495], [3.6948, 0.2180, -0.0947], [-0.8582, 2.1678, -0.8185], [-0.1144, -0.1895, 0.2680], [0.0378, -0.1309, -0.1376], [-0.3739, -0.4976, 0.0488], [-0.2355, -0.2282, 0.2424], [-0.1352, -0.2573, -0.0256], [0.0778, 0.0252, -0.0236], [-0.1445, -0.0983, -0.0406], [-0.1082, 0.0164, 0.0419], [0.0581, 0.0398, 0.1097], [-0.0470, 0.0548, -0.0153]],
  "mulliken_charge": [-1.245, 1.276, -1.380, -1.287, 0.331, 0.326, 0.393, 0.249, 0.318, 0.352, 0.356, 0.307, -0.720, -0.307, -0.202, -1.342, 0.376, 0.250, 0.383, 0.178, 0.399, 0.277, 0.385, 0.326],
  "lumo_ev": 0.9948,
  "e_above_lowest_kcal_mol": 45.7,
  "total_charge": 0,
  "e_homo_ha": -0.27551,
  "smiles": "C=C(C)C.C=CCC"
}


# 3
{
  "formula": "C24H52BBr22OPS",
  "method": "the ωB97M-V functional and the def2-TZVPD basis",
  "elements": ["C", "C", "B", "O", "P", "S", "H", "H", "H", "H", "H", "H", "H", "H", "Br", "C", "C", "Br", "H", "H", "H", "H", "Br", "C", "C", "Br", "H", "H", "H", "H", "Br", "C", "C", "Br", "H", "H", "H", "H", "Br", "C", "C", "Br", "H", "H", "H", "H", "Br", "C", "C", "Br", "H", "H", "H", "H", "Br", "C", "C", "Br", "H", "H", "H", "H", "Br", "C", "C", "Br", "H", "H", "H", "H", "Br", "C", "C", "Br", "H", "H", "H", "H", "Br", "C", "C", "Br", "H", "H", "H", "H", "Br", "C", "C", "Br", "H", "H", "H", "H", "Br", "C", "C", "Br", "H", "H", "H", "H"],
  "positions_angstrom": [[-5.002, -0.521, 6.468], [-4.133, -1.731, 5.879], [-2.705, -1.278, 5.270], [-1.663, -0.703, 6.097], [-2.320, -1.504, 3.371], [-3.295, -3.287, 2.612], [-5.357, 0.162, 5.628], [-4.491, 0.038, 7.300], [-5.960, -0.985, 6.880], [-3.921, -2.531, 6.661], [-4.741, -2.153, 5.015], [-0.822, -1.198, 5.969], [-2.819, -0.317, 2.735], [-4.310, -3.695, 3.457], [2.276, -4.041, 8.838], [0.414, -3.551, 8.546], [-0.200, -4.371, 7.440], [0.383, -3.744, 5.688], [0.394, -2.481, 8.348], [-0.086, -3.750, 9.494], [-1.285, -4.260, 7.435], [0.051, -5.429, 7.497], [-3.991, -1.025, 1.257], [-4.223, -0.908, -0.679], [-4.748, 0.444, -1.095], [-6.657, 0.609, -0.730], [-4.877, -1.730, -0.971], [-3.225, -1.079, -1.088], [-4.653, 0.579, -2.174], [-4.255, 1.271, -0.586], [-1.223, -2.334, -0.870], [-0.679, -2.759, -2.693], [-1.825, -3.324, -3.492], [-2.170, -5.185, -3.024], [0.170, -3.436, -2.620], [-0.346, -1.811, -3.114], [-1.580, -3.340, -4.554], [-2.759, -2.783, -3.347], [2.183, -0.819, -3.258], [1.974, -0.710, -5.191], [1.450, 0.640, -5.599], [-0.459, 0.786, -5.237], [1.325, -1.535, -5.489], [2.973, -0.875, -5.596], [1.549, 0.785, -6.675], [1.936, 1.466, -5.081], [5.001, -2.368, -0.644], [4.612, -0.489, -0.303], [4.141, -0.273, 1.112], [2.287, -0.835, 1.333], [3.885, -0.175, -1.050], [5.554, 0.031, -0.479], [4.148, 0.789, 1.361], [4.728, -0.818, 1.849], [0.369, 4.582, -5.708], [-1.544, 4.801, -6.008], [-2.259, 5.176, -4.734], [-2.485, 3.632, -3.568], [-1.906, 3.872, -6.446], [-1.626, 5.602, -6.744], [-3.272, 5.519, -4.948], [-1.738, 5.937, -4.156], [0.350, -3.257, -6.852], [2.031, -4.232, -6.985], [1.954, -5.555, -6.268], [2.084, -5.319, -4.338], [2.810, -3.577, -6.596], [2.190, -4.381, -8.053], [2.800, -6.187, -6.535], [1.028, -6.095, -6.460], [-4.634, 4.696, -0.018], [-6.501, 5.179, -0.304], [-7.115, 4.362, -1.411], [-6.544, 4.998, -3.163], [-6.525, 6.250, -0.496], [-6.996, 4.973, 0.645], [-8.200, 4.468, -1.411], [-6.859, 3.305, -1.359], [4.526, -1.853, 6.710], [6.202, -2.833, 6.557], [6.122, -4.166, 7.258], [6.262, -3.960, 9.191], [6.985, -2.187, 6.949], [6.354, -2.972, 5.486], [6.964, -4.799, 6.978], [5.192, -4.698, 7.063], [5.628, 0.984, -3.831], [5.235, 2.861, -3.480], [4.765, 3.067, -2.063], [2.915, 2.498, -1.840], [4.505, 3.177, -4.224], [6.174, 3.386, -3.653], [4.769, 4.127, -1.807], [5.356, 2.519, -1.330], [3.779, 6.009, 0.940], [1.913, 6.486, 0.640], [1.308, 5.658, -0.466], [1.891, 6.283, -2.217], [1.887, 7.555, 0.440], [1.412, 6.285, 1.587], [0.223, 5.762, -0.474], [1.568, 4.603, -0.404]],
  "atomic_forces_ev_per_a": [[-0.7489, -0.8688, -0.0492], [0.0487, 0.6675, -0.3323], [0.3668, 0.4409, 1.4118], [-1.3947, -1.7541, -1.0816], [1.8545, -0.7882, 0.9563], [0.3213, -1.6432, 1.9487], [0.7738, -0.6867, 1.1197], [-0.4588, -0.4696, -1.0135], [1.2055, 0.7165, -0.3342], [-0.5121, 0.9095, -0.8326], [0.7040, 0.1825, 1.2699], [-0.5336, 0.7435, -0.3281], [0.1917, -0.4040, 1.5504], [0.6502, 0.6786, -0.2375], [-0.0757, 0.0566, 0.0461], [0.1410, -0.1980, 0.2293], [-0.2052, 0.1708, -0.1667], [-0.0078, -0.0136, 0.0215], [-0.0362, -0.1313, -0.0550], [-0.0173, -0.0101, -0.1086], [0.0819, 0.0222, 0.0457], [0.0435, 0.1430, 0.0514], [-2.0916, 2.0376, -4.0548], [-0.2864, 0.3006, 0.0273], [-0.0402, -0.1041, -0.2943], [0.0060, 0.0285, 0.0764], [0.0138, 0.1434, -0.0493], [-0.3939, 0.2126, 0.1035], [-0.0180, -0.0171, 0.0683], [-0.0498, -0.1238, 0.0071], [0.5590, -0.3321, 0.0679], [-0.1265, 0.2275, -0.0115], [0.0763, -0.2096, -0.1092], [-0.0776, 0.0678, 0.0054], [-0.1303, 0.0371, -0.0613], [-0.0983, -0.1236, -0.0084], [0.0581, 0.0346, 0.1096], [0.1278, -0.0230, 0.0459], [-0.0122, -0.1840, -0.0365], [0.3021, -0.0125, 0.2192], [-0.1406, 0.0281, -0.2528], [0.0347, -0.0194, 0.0574], [0.1837, 0.4252, 0.1786], [-0.0402, 0.1079, 0.0104], [0.0060, -0.0623, 0.0725], [-0.0567, -0.1192, 0.0255], [-0.0654, 0.0604, -0.0540], [0.2496, -0.1099, 0.0149], [-0.2750, 0.1555, 0.0460], [0.0833, -0.0363, -0.0010], [0.0595, -0.0109, 0.1294], [-0.0629, -0.0226, 0.0393], [0.0272, -0.0577, -0.0895], [-0.0259, 0.0207, -0.1420], [-0.0365, -0.0453, -0.0251], [0.1801, 0.1630, -0.0861], [-0.2628, -0.1599, 0.0637], [0.0693, 0.1117, 0.0619], [0.0112, 0.0635, 0.1439], [-0.0250, -0.0282, 0.0963], [0.0845, -0.0305, -0.0431], [0.0269, -0.1013, -0.1168], [-0.1538, -0.2631, -0.2420], [-0.1323, -0.0201, -0.2305], [0.2081, -0.0867, 0.2659], [-0.0840, 0.0146, -0.0902], [-0.0743, -0.1221, 0.0480], [-0.0246, -0.0254, 0.0867], [-0.0483, 0.1032, -0.0385], [0.0694, 0.1379, -0.0277], [-0.0174, 0.0674, -0.0566], [0.0610, -0.1449, 0.2047], [-0.1344, 0.1419, -0.1481], [0.0309, -0.0701, 0.0196], [-0.0061, -0.1355, -0.0571], [-0.0057, -0.0369, -0.1084], [0.0879, 0.0295, 0.0518], [0.0152, 0.1664, 0.0507], [0.1595, 0.0842, -0.0333], [-0.2181, 0.0738, -0.2163], [0.2398, -0.0891, 0.1370], [-0.1103, -0.0344, -0.0608], [-0.0695, -0.1453, 0.0324], [-0.0026, -0.0666, 0.0925], [-0.0505, 0.0904, -0.0184], [0.0577, 0.1475, -0.0197], [-0.0855, 0.0270, -0.0377], [0.2644, -0.0929, -0.0226], [-0.2697, 0.2924, 0.0551], [0.1191, -0.0225, 0.0479], [0.0138, -0.0076, 0.1606], [-0.0829, -0.0092, 0.0673], [0.0118, -0.0534, -0.0605], [-0.0088, 0.0185, -0.1530], [-0.0035, 0.0707, -0.0495], [0.0379, -0.1349, 0.1947], [-0.1945, 0.1319, -0.1537], [0.0300, -0.0921, 0.0415], [0.0024, -0.1384, -0.0544], [0.0096, -0.0321, -0.1001], [0.0847, 0.0325, 0.0506], [0.0376, 0.1371, 0.0254]],
  "mulliken_charge": [-1.091, -0.068, 0.606, -0.637, -0.050, -0.330, 0.281, 0.292, 0.326, 0.228, 0.023, 0.243, 0.067, 0.110, -0.113, -0.482, -0.556, -0.116, 0.297, 0.349, 0.233, 0.420, -0.023, -0.050, -0.607, -0.214, 0.400, -0.308, 0.444, 0.324, -0.113, 0.140, -0.347, -0.165, 0.287, -0.328, 0.144, 0.351, -0.084, 0.428, -0.491, -0.112, -0.668, 0.498, 0.427, 0.160, -0.132, 0.026, -0.578, -0.126, -0.303, 0.270, 0.327, 0.423, -0.138, -0.577, -0.619, -0.048, 0.339, 0.379, 0.308, 0.360, -0.188, -0.546, -0.595, -0.118, 0.311, 0.391, 0.353, 0.371, -0.139, -0.581, -0.093, -0.138, 0.391, 0.332, 0.340, -0.135, -0.111, -0.551, -0.605, -0.134, 0.371, 0.327, 0.349, 0.344, -0.162, -0.585, -0.521, -0.055, 0.324, 0.392, 0.323, 0.344, -0.164, -0.562, -0.392, -0.122, 0.370, 0.376, 0.346, 0.104],
  "lumo_ev": 0.2367,
  "e_above_lowest_kcal_mol": 34.5,
  "total_charge": 0,
  "e_homo_ha": -0.28030
}